Entry 1:
{"formula": "C11H19N2", "method": "the ωB97M-V functional and the def2-TZVPD basis", "e_homo_ev": [-11.89, -11.89], "charge": 1, "relative_energy_kcal_mol": 120.4, "orbital_gap_ev": [5.793, 5.793], "symbols": ["C", "C", "C", "C", "C", "C", "C", "C", "C", "C", "C", "N", "N", "H", "H", "H", "H", "H", "H", "H", "H", "H", "H", "H", "H", "H", "H", "H", "H", "H", "H", "H"], "coordinates": [[-2.3154, -1.2679, 0.4523], [1.1183, 1.1673, -0.9414], [-2.2242, -2.6054, 0.4979], [-2.4218, -0.7834, -0.8782], [1.4697, 2.2641, 0.0782], [-2.1460, -3.1488, -0.8917], [-1.6526, -1.8208, -1.6505], [1.3828, 1.5182, 1.3923], [1.1611, 1.2741, -2.3066], [0.5470, 2.0770, 2.6342], [2.8075, 0.9486, 1.6659], [0.7540, 0.0871, -0.2775], [0.6559, 0.2389, 0.9717], [0.1818, -0.3336, 1.5709], [-2.0918, -2.9851, 1.5102], [-3.4214, -0.8726, -1.1920], [-2.0075, 0.2149, -0.8808], [2.4037, 2.5676, -0.2333], [0.7307, 3.0159, -0.1037], [-1.4011, -3.9929, -1.1066], [-3.1047, -3.5194, -1.0963], [-1.7862, -1.9655, -2.7020], [-0.5747, -1.5922, -1.6107], [1.4715, 2.1817, -2.7484], [-2.5368, -0.6045, 1.2250], [0.7287, 0.5653, -2.9206], [1.2570, 2.4273, 3.4422], [0.0956, 1.1982, 3.1231], [-0.1528, 2.8525, 2.2210], [3.4872, 1.8026, 1.8438], [3.1736, 0.5528, 0.7889], [3.0465, 0.2717, 2.4566]], "atomic_forces_ev_per_a": [[-0.5, -2.3, 1.1], [1.8, 2.5, -1.0], [1.3, 1.6, 1.8], [1.3, 0.9, -2.0], [-2.2, -1.4, -0.8], [4.0, -0.1, 0.0], [-0.1, -1.6, -0.2], [0.0, -1.1, 2.3], [-0.3, 0.2, 3.2], [1.8, 0.0, -0.7], [0.1, 2.8, 1.5], [-3.2, -4.1, 1.3], [2.9, 4.6, -4.8], [-1.4, -2.8, 1.6], [-0.4, -1.1, -0.5], [-1.6, 0.8, -0.5], [-0.3, 0.6, -0.8], [2.2, 1.2, 0.2], [-0.3, 0.9, 0.5], [-1.1, 1.0, 0.7], [-1.5, -0.3, -1.2], [-0.8, 0.4, -0.8], [-0.2, -0.8, 0.7], [0.3, 0.9, -0.3], [-0.1, 0.7, 1.7], [-0.4, -1.7, -1.1], [-0.9, 0.3, -1.2], [-0.5, 0.5, -0.3], [0.5, -0.8, 1.0], [-0.4, -0.1, 0.1], [0.7, -1.2, -2.1], [-0.7, -0.6, 0.7]], "nbo_charge": [-0.240, 0.061, -0.165, -0.464, -0.481, -0.444, -0.379, 0.121, -0.119, -0.621, -0.631, 0.010, -0.158, 0.437, 0.222, 0.228, 0.186, 0.254, 0.250, 0.226, 0.226, 0.214, 0.198, 0.223, 0.198, 0.229, 0.254, 0.219, 0.244, 0.242, 0.212, 0.247]}

Entry 2:
{"formula": "C3H5NS2", "method": "the ωB97M-V functional and the def2-TZVPD basis", "e_homo_ev": -7.82, "charge": 0, "relative_energy_kcal_mol": 55.1, "orbital_gap_ev": 8.465, "symbols": ["S", "N", "C", "C", "C", "S", "H", "H", "H", "H", "H"], "coordinates": [[0.4606, -2.4583, -0.4032], [0.8348, -0.7548, -0.2834], [0.1895, -0.3401, 0.9054], [-0.5748, 0.7460, 0.7714], [-0.5441, 1.3138, -0.5713], [0.4918, 0.3988, -1.6349], [1.6178, -3.0411, -0.8760], [0.3189, -0.8925, 1.7762], [-1.1423, 1.2116, 1.6212], [-1.5418, 1.4508, -0.9821], [-0.1104, 2.3658, -0.3233]], "atomic_forces_ev_per_a": [[0.2, -0.2, -0.9], [0.9, -1.4, -0.1], [-0.8, 2.2, -1.6], [-0.2, -1.3, 2.1], [-0.7, 4.0, 0.5], [0.7, -1.7, 0.9], [-0.4, 0.9, 0.3], [0.4, -1.0, 1.2], [0.7, -0.5, -1.1], [-0.1, 0.2, -0.1], [-0.6, -1.3, -1.2]], "nbo_charge": [0.154, -0.683, -0.047, -0.257, -0.622, 0.426, 0.116, 0.226, 0.233, 0.225, 0.228]}

Entry 3:
{"formula": "C3H10NO2P", "method": "the ωB97M-V functional and the def2-TZVPD basis", "e_homo_ev": -9.09, "charge": 0, "relative_energy_kcal_mol": 58.9, "orbital_gap_ev": 9.948, "symbols": ["C", "C", "C", "N", "P", "O", "O", "H", "H", "H", "H", "H", "H", "H", "H", "H", "H"], "coordinates": [[1.0670, -1.2464, -0.0553], [0.3654, 0.1151, 0.0979], [1.0453, 1.2547, -0.6297], [0.1493, 0.4032, 1.4463], [-1.4104, 0.0395, -0.4051], [-2.1650, 1.1721, 0.1046], [-2.0843, -1.2868, 0.1935], [0.5768, -1.9151, 0.6130], [2.1826, -1.3433, 0.2559], [0.7074, -1.5003, -1.1453], [2.0534, 1.0947, -0.3184], [0.6240, 2.1786, -0.3885], [0.8268, 1.2085, -1.6736], [0.7779, -0.0085, 2.0698], [-0.1164, 1.3633, 1.5737], [-1.5556, -0.1175, -1.9189], [-3.0440, -1.4118, 0.1801]], "atomic_forces_ev_per_a": [[-0.2, 0.3, -1.9], [-0.4, -1.1, -0.6], [-0.5, -1.7, -0.3], [-0.9, 0.8, 0.9], [-1.3, -1.1, -1.8], [-0.4, 1.9, 0.0], [1.0, -1.1, -0.2], [-0.6, -0.7, 0.3], [-1.7, 0.7, -1.2], [1.8, -0.3, 1.8], [1.0, 0.7, -0.4], [-0.4, 1.6, 1.1], [0.7, -0.4, -1.1], [1.0, -0.2, 1.2], [0.1, 0.1, 0.7], [0.5, 0.1, 1.8], [0.4, 0.6, -0.1]], "nbo_charge": [-0.629, -0.195, -0.626, -0.860, 1.960, -1.118, -1.022, 0.227, 0.226, 0.222, 0.220, 0.223, 0.213, 0.377, 0.391, -0.135, 0.525]}